Record 1
{
  "formula": "C5H10",
  "method": "ωB97M-V/def2-TZVPD",
  "species": ["C", "C", "C", "H", "H", "H", "H", "H", "H", "C", "C", "H", "H", "H", "H"],
  "positions_angstrom": [[0.189, -1.364, 1.270], [-0.007, -0.109, 1.664], [0.768, 1.078, 1.170], [0.954, -1.614, 0.537], [-0.399, -2.188, 1.666], [-0.780, 0.096, 2.407], [1.390, 1.498, 1.971], [0.095, 1.876, 0.833], [1.415, 0.809, 0.330], [-0.139, -0.409, -2.232], [-1.071, 0.386, -1.721], [0.302, -0.228, -3.209], [0.218, -1.281, -1.688], [-1.498, 0.191, -0.740], [-1.438, 1.259, -2.256]],
  "lumo_ev": 1.28,
  "smiles": "C=CC.C=C",
  "e_tot_ha": -196.4437,
  "largest_force_ev_per_a": 0.2,
  "de_lowest_kj_mol": 170.0,
  "e_homo_ev": -9.67
}

Record 2
{
  "formula": "C52H42BFNO14P",
  "method": "ωB97M-V/def2-TZVPD",
  "species": ["C", "C", "C", "C", "C", "C", "O", "O", "C", "O", "C", "P", "O", "O", "C", "F", "O", "C", "N", "B", "O", "O", "H", "H", "H", "H", "H", "H", "H", "H", "H", "H", "H", "H", "H", "H", "H", "H", "H", "H", "O", "C", "C", "C", "C", "C", "C", "C", "C", "O", "C", "C", "C", "C", "C", "C", "H", "H", "H", "H", "H", "H", "H", "H", "O", "C", "C", "C", "C", "C", "C", "C", "C", "O", "C", "C", "C", "C", "C", "C", "H", "H", "H", "H", "H", "H", "H", "H", "O", "C", "C", "C", "C", "C", "C", "C", "C", "O", "C", "C", "C", "C", "C", "C", "H", "H", "H", "H", "H", "H", "H", "H"],
  "positions_angstrom": [[6.632, -2.657, 1.074], [5.759, -2.847, -0.209], [6.605, -3.096, -1.488], [7.720, -4.177, -1.336], [9.140, -3.604, -1.095], [9.713, -2.852, -2.306], [9.110, -2.536, -3.261], [11.055, -2.585, -2.242], [5.035, -4.219, 0.061], [4.277, -4.660, -1.056], [4.615, -5.982, -1.430], [3.279, -6.525, -2.615], [3.252, -5.570, -3.759], [4.688, -1.917, -0.329], [4.953, -0.660, -0.816], [4.132, 0.195, -0.078], [6.277, -0.164, -0.603], [6.727, 0.500, -1.624], [7.236, 1.026, -2.489], [4.413, -0.482, -2.358], [3.813, 0.709, -2.702], [4.507, -1.502, -3.286], [7.268, -3.537, 1.254], [5.946, -2.490, 1.923], [7.301, -1.788, 0.958], [7.115, -2.188, -1.860], [5.968, -3.417, -2.329], [7.535, -4.926, -0.551], [7.761, -4.731, -2.291], [9.216, -3.030, -0.153], [9.807, -4.480, -0.942], [11.369, -2.881, -1.373], [5.714, -4.973, 0.485], [4.302, -3.986, 0.865], [4.614, -6.649, -0.542], [5.608, -6.068, -1.909], [3.495, -7.855, -3.060], [2.065, -6.357, -1.896], [4.178, 1.072, -3.521], [5.187, -1.339, -3.956], [-0.761, 3.034, 0.190], [-1.048, 1.972, 0.710], [0.000, 1.129, 1.337], [1.319, 1.572, 1.345], [2.299, 0.812, 1.960], [1.967, -0.393, 2.572], [0.658, -0.846, 2.553], [-0.329, -0.091, 1.931], [-1.726, -0.596, 1.901], [-2.004, -1.682, 2.369], [-2.779, 0.259, 1.292], [-4.097, -0.180, 1.287], [-5.093, 0.622, 0.752], [-4.775, 1.868, 0.219], [-3.459, 2.304, 0.209], [-2.456, 1.500, 0.740], [1.579, 2.511, 0.874], [3.323, 1.158, 1.969], [2.734, -0.980, 3.063], [0.404, -1.786, 3.025], [-4.348, -1.146, 1.706], [-6.120, 0.279, 0.752], [-5.555, 2.497, -0.191], [-3.215, 3.272, -0.210], [-8.677, -4.596, -1.881], [-8.564, -3.648, -2.632], [-9.609, -3.359, -3.650], [-10.734, -4.172, -3.725], [-11.732, -3.889, -4.644], [-11.612, -2.792, -5.491], [-10.485, -1.988, -5.432], [-9.477, -2.271, -4.516], [-8.265, -1.412, -4.475], [-8.126, -0.499, -5.264], [-7.230, -1.689, -3.444], [-6.106, -0.873, -3.368], [-5.151, -1.100, -2.391], [-5.314, -2.144, -1.484], [-6.424, -2.968, -1.565], [-7.384, -2.748, -2.547], [-10.832, -5.023, -3.064], [-12.610, -4.522, -4.698], [-12.399, -2.565, -6.200], [-10.391, -1.138, -6.095], [-5.980, -0.057, -4.068], [-4.278, -0.461, -2.330], [-4.570, -2.314, -0.715], [-6.546, -3.781, -0.860], [-2.125, 4.830, 4.311], [-1.367, 5.780, 4.340], [-0.504, 6.099, 3.173], [-0.584, 5.313, 2.030], [0.186, 5.621, 0.919], [1.039, 6.722, 0.950], [1.135, 7.500, 2.094], [0.370, 7.189, 3.211], [0.494, 8.018, 4.437], [1.293, 8.932, 4.490], [-0.383, 7.711, 5.598], [-0.306, 8.499, 6.741], [-1.141, 8.243, 7.816], [-2.058, 7.198, 7.754], [-2.130, 6.401, 6.623], [-1.290, 6.651, 5.543], [-1.250, 4.463, 2.004], [0.119, 5.013, 0.031], [1.632, 6.971, 0.078], [1.804, 8.351, 2.115], [0.404, 9.315, 6.789], [-1.082, 8.860, 8.704], [-2.717, 7.005, 8.592], [-2.842, 5.588, 6.579]],
  "lumo_ev": -0.98,
  "smiles": "C[C@@](CCCC(=O)O)(COC[PH2]=O)O[C@@](F)(OC#N)B(O)O.O=C1c2ccccc2C(=O)c2ccccc21.O=C1c2ccccc2C(=O)c2ccccc21.O=C1c2ccccc2C(=O)c2ccccc21",
  "e_tot_ha": -3581.0397,
  "largest_force_ev_per_a": 3.2,
  "e_homo_ev": -9.51
}

Record 3
{
  "formula": "C28H21Co2N2O8",
  "method": "ωB97M-V/def2-TZVPD",
  "species": ["H", "C", "H", "C", "C", "N", "C", "C", "C", "C", "O", "C", "C", "C", "C", "C", "C", "N", "O", "H", "H", "H", "H", "H", "H", "H", "H", "H", "H", "H", "H", "O", "C", "Co", "C", "O", "C", "O", "C", "C", "C", "C", "C", "C", "C", "C", "C", "Co", "C", "O", "C", "O", "C", "O", "H", "H", "H", "H", "H", "H", "H"],
  "positions_angstrom": [[-1.021, -0.261, -1.867], [-2.939, 0.686, -1.013], [-2.198, 0.490, -0.205], [-2.600, 1.581, -2.063], [-3.641, 2.017, -2.884], [-4.822, 1.307, -2.867], [-5.971, 1.784, -3.527], [-7.222, 1.219, -3.240], [-8.338, 1.648, -3.937], [-8.213, 2.645, -4.943], [-9.299, 2.872, -5.735], [-9.120, 3.647, -6.953], [-6.965, 3.284, -5.140], [-5.850, 2.822, -4.457], [-4.826, 0.041, -2.305], [-3.885, -0.302, -1.340], [-4.190, -1.516, -0.506], [-3.779, -1.448, 0.825], [-4.801, -2.471, -0.955], [-1.633, 2.120, -2.144], [-3.596, 2.990, -3.407], [-7.335, 0.451, -2.474], [-9.322, 1.212, -3.764], [-10.079, 3.589, -7.473], [-8.864, 4.691, -6.722], [-8.316, 3.231, -7.581], [-6.869, 4.107, -5.846], [-4.901, 3.302, -4.674], [-5.700, -0.594, -2.454], [-3.837, -0.544, 1.288], [-4.186, -2.197, 1.384], [-1.805, -3.582, 3.651], [-1.271, -3.156, 2.710], [-0.571, -2.443, 1.242], [-1.771, -3.500, 0.473], [-2.482, -4.282, -0.008], [-1.130, -0.794, 1.684], [-1.394, 0.263, 2.079], [0.255, -2.598, -0.464], [0.365, -1.422, -1.169], [-0.320, -0.884, -2.311], [0.457, -0.010, -3.267], [0.094, -0.084, -4.613], [0.920, 0.490, -5.573], [2.047, 1.217, -5.167], [2.400, 1.294, -3.817], [1.567, 0.727, -2.850], [1.457, -1.441, 0.205], [1.119, -1.795, 2.083], [1.632, -1.715, 3.119], [1.992, 0.199, 0.523], [2.439, 1.231, 0.766], [3.056, -2.122, -0.118], [4.095, -2.573, -0.349], [0.373, -3.582, -0.922], [-0.934, -1.651, -2.830], [-0.764, -0.704, -4.903], [0.655, 0.415, -6.629], [2.658, 1.721, -5.924], [3.289, 1.846, -3.509], [1.872, 0.775, -1.800]],
  "lumo_ev": 2.18,
  "e_tot_ha": -4556.3923,
  "largest_force_ev_per_a": 4.1,
  "total_charge": -1,
  "de_lowest_kj_mol": 440.7,
  "e_homo_ev": -1.32
}